(1)
52
Properties=species:S:1:pos:R:3 method="wB97M-V/def2-TZVPD" spin_multiplicity=2 total_charge=+1 total_energy_ha=-6675.43793 s2=0.7660 e_above_lowest_kcal_mol=44.7 e_homo_ev="-11.77 / -11.71"
Ru 0.404 0.082 -0.907
O 5.548 2.176 -0.214
C 4.501 1.410 -0.527
C 4.662 0.135 -1.125
C 3.558 -0.625 -1.432
N 2.400 -0.039 -1.127
C 2.232 1.075 -0.592
Br -0.177 2.250 -1.825
C 3.233 1.932 -0.224
H 6.385 1.760 -0.454
H 5.655 -0.241 -1.335
H 3.574 -1.604 -1.887
H 3.109 2.899 0.235
F -2.479 0.432 -0.411
C -1.619 -0.370 -1.119
F -1.969 -0.247 -2.418
H -1.808 -1.403 -0.807
O 0.462 -1.655 -2.185
C 0.569 -2.410 -1.170
O 0.694 -1.838 -0.039
C 0.546 -3.877 -1.293
C 0.561 -4.472 -2.553
C 0.535 -5.852 -2.664
C 0.488 -6.640 -1.523
C 0.466 -6.021 -0.286
C 0.495 -4.651 -0.141
N 0.411 -6.857 0.932
O 0.281 -6.283 1.991
O 0.505 -8.054 0.786
H 0.582 -3.845 -3.434
H 0.545 -6.319 -3.639
H 0.467 -7.719 -1.576
H 0.476 -4.202 0.842
C -3.231 1.317 2.170
N -2.281 2.363 1.821
C -0.986 2.219 1.530
Se 0.002 0.609 1.491
N -0.467 3.432 1.306
C -1.453 4.398 1.411
C -1.438 5.778 1.244
C -2.636 6.432 1.440
C -3.808 5.740 1.791
C -3.820 4.371 1.955
C -2.612 3.713 1.752
H -2.709 0.368 2.211
H -4.007 1.269 1.410
H -3.668 1.545 3.140
H 0.484 3.568 1.006
H -0.537 6.311 0.974
H -2.677 7.505 1.320
H -4.723 6.298 1.932
H -4.723 3.840 2.220

(2)
86
Properties=species:S:1:pos:R:3 method="wB97M-V/def2-TZVPD" total_charge=-1 total_energy_ha=-4232.97873 e_above_lowest_kcal_mol=36.4 e_homo_ev=-4.82
Ca -0.296 1.992 -0.097
Te -0.588 -2.466 0.050
C 0.366 -4.359 0.373
C 1.212 -4.915 -0.579
C 1.767 -6.158 -0.343
N 1.534 -6.872 0.748
C 0.722 -6.347 1.653
C 0.115 -5.113 1.512
C 1.276 -1.258 0.001
P 0.829 -0.155 1.381
C 0.811 -1.306 2.813
C 1.686 -2.385 2.852
C 1.693 -3.240 3.935
C 0.822 -3.023 4.992
C -0.065 -1.960 4.954
C -0.065 -1.097 3.870
C 2.400 0.645 1.933
C 3.660 0.129 1.665
C 4.788 0.752 2.164
C 4.666 1.859 2.984
C 3.409 2.342 3.313
C 2.283 1.746 2.777
P 0.913 -0.136 -1.376
C 2.536 0.537 -1.906
C 3.766 0.010 -1.542
C 4.934 0.612 -1.970
C 4.884 1.714 -2.807
C 3.660 2.197 -3.240
C 2.494 1.613 -2.786
C 0.786 -1.231 -2.836
C -0.184 -0.994 -3.801
C -0.259 -1.805 -4.920
C 0.645 -2.843 -5.081
C 1.631 -3.067 -4.132
C 1.702 -2.259 -3.014
H 1.431 -4.383 -1.492
H 2.437 -6.611 -1.066
H 0.560 -6.945 2.542
H -0.529 -4.730 2.290
H 2.352 -2.544 2.016
H 2.385 -4.072 3.957
H 0.826 -3.697 5.840
H -0.753 -1.803 5.776
H -0.751 -0.257 3.839
H 3.758 -0.763 1.065
H 5.766 0.362 1.916
H 5.548 2.345 3.375
H 3.307 3.177 3.992
H 1.294 2.128 3.019
H 3.806 -0.873 -0.922
H 5.887 0.207 -1.655
H 5.799 2.194 -3.122
H 3.612 3.048 -3.902
H 1.531 1.996 -3.106
H -0.882 -0.175 -3.663
H -1.025 -1.635 -5.666
H 0.575 -3.492 -5.944
H 2.343 -3.873 -4.266
H 2.460 -2.411 -2.260
C -5.313 4.671 1.786
Si -5.595 3.705 0.169
C -7.467 3.302 0.116
C -5.221 4.724 -1.407
C -4.593 2.116 -0.021
C -5.151 0.920 -0.415
C -4.339 -0.146 -0.808
C -2.978 0.062 -0.840
N -2.400 1.168 -0.395
C -3.176 2.171 0.062
S -2.387 3.493 0.762
H -6.000 5.509 1.873
H -4.298 5.049 1.819
H -5.455 4.027 2.650
H -8.035 4.225 0.166
H -7.784 2.686 0.950
H -7.759 2.799 -0.800
H -5.838 5.615 -1.489
H -5.396 4.118 -2.295
H -4.180 5.031 -1.414
H -6.227 0.811 -0.439
H -4.760 -1.089 -1.122
H -2.313 -0.703 -1.236
F 2.092 4.227 -1.608
C 0.952 4.314 -0.827
F 1.289 3.397 0.230
F 0.061 3.454 -1.573

(3)
121
Properties=species:S:1:pos:R:3 method="wB97M-V/def2-TZVPD" total_energy_ha=-4838.88795 e_above_lowest_kcal_mol=0.0 e_homo_ev=-10.64
Li -14.605 -7.080 -16.465
Li -10.024 -6.554 -13.115
P -14.914 -5.210 -18.350
F -16.249 -4.567 -18.998
F -15.607 -5.462 -16.899
F -15.381 -6.729 -18.830
F -13.578 -6.006 -17.854
F -14.191 -5.074 -19.788
F -14.316 -3.830 -17.840
P -13.429 -6.433 -13.809
F -13.109 -7.549 -14.986
F -13.514 -5.362 -15.008
F -15.022 -6.628 -14.024
F -13.639 -5.288 -12.665
F -13.508 -7.482 -12.570
F -11.839 -6.179 -13.696
C -15.172 -2.574 -13.783
C -15.500 -2.529 -15.299
O -15.633 -1.118 -15.520
C -15.209 -0.393 -14.458
O -15.097 0.784 -14.440
O -14.857 -1.236 -13.479
H -14.339 -3.207 -13.503
H -16.086 -2.919 -13.294
H -16.423 -2.999 -15.612
H -14.612 -2.874 -15.823
C -12.409 -1.653 -16.651
C -11.719 -2.927 -16.076
O -10.636 -3.103 -16.974
C -10.359 -1.949 -17.619
O -9.454 -1.715 -18.357
O -11.334 -1.077 -17.349
H -12.815 -1.148 -15.773
H -13.239 -1.874 -17.320
H -12.367 -3.800 -16.117
H -11.344 -2.772 -15.065
C -15.865 -5.432 -10.512
C -15.487 -5.789 -9.086
O -15.887 -4.620 -8.384
C -15.971 -3.560 -9.237
O -16.199 -2.459 -8.868
O -15.861 -4.005 -10.504
H -16.890 -5.751 -10.721
H -15.197 -5.751 -11.303
H -14.415 -5.963 -8.972
H -16.004 -6.693 -8.771
C -15.072 -12.465 -16.032
C -14.982 -11.043 -16.550
O -14.126 -10.961 -17.675
C -13.777 -9.758 -18.133
O -13.971 -8.723 -17.552
O -13.285 -9.892 -19.321
C -12.950 -8.800 -20.192
H -14.202 -12.868 -15.518
H -15.268 -13.138 -16.869
H -15.943 -12.462 -15.374
H -14.647 -10.350 -15.772
H -15.974 -10.690 -16.841
H -12.147 -8.269 -19.689
H -13.834 -8.167 -20.281
H -12.713 -9.092 -21.210
C -10.552 -2.950 -9.393
C -11.436 -3.723 -10.384
O -11.804 -4.982 -9.839
C -11.338 -6.105 -10.333
O -10.552 -6.163 -11.265
O -11.839 -7.119 -9.698
C -11.417 -8.449 -10.050
H -10.836 -3.100 -8.354
H -10.655 -1.886 -9.611
H -9.516 -3.237 -9.574
H -10.892 -3.811 -11.322
H -12.371 -3.182 -10.516
H -12.165 -9.142 -9.688
H -10.455 -8.550 -9.542
H -11.199 -8.550 -11.112
C -5.758 -2.869 -15.169
C -6.932 -3.142 -16.064
O -7.834 -4.138 -15.561
C -8.691 -3.871 -14.604
O -9.424 -4.730 -14.187
O -8.637 -2.608 -14.191
C -9.365 -2.226 -13.044
H -5.908 -2.369 -14.208
H -4.970 -2.272 -15.625
H -5.376 -3.848 -14.857
H -6.523 -3.548 -16.987
H -7.492 -2.243 -16.318
H -10.436 -2.176 -13.243
H -8.995 -1.273 -12.677
H -9.182 -2.957 -12.250
C -19.381 -7.616 -18.873
C -18.151 -7.544 -17.995
O -18.497 -8.068 -16.718
C -17.532 -8.401 -15.875
O -16.367 -8.092 -15.991
O -18.031 -9.078 -14.858
C -17.125 -9.485 -13.855
H -19.187 -7.388 -19.922
H -20.169 -6.971 -18.486
H -19.801 -8.619 -18.980
H -17.695 -6.558 -17.934
H -17.364 -8.180 -18.413
H -16.347 -8.747 -13.650
H -16.545 -10.374 -14.110
H -17.665 -9.674 -12.932
C -10.251 -6.815 -16.528
C -9.462 -8.101 -16.354
O -10.238 -9.205 -15.882
C -10.670 -9.208 -14.627
O -10.391 -8.452 -13.709
O -11.546 -10.166 -14.529
C -12.058 -10.599 -13.274
H -9.617 -6.115 -17.084
H -10.610 -6.392 -15.600
H -11.055 -6.865 -17.268
H -8.568 -8.014 -15.733
H -9.129 -8.360 -17.359
H -12.154 -11.677 -13.369
H -13.016 -10.128 -13.064
H -11.396 -10.379 -12.437

(4)
8
Properties=species:S:1:pos:R:3 method="wB97M-V/def2-TZVPD" total_energy_ha=-643.20731 e_above_lowest_kcal_mol=67.1 e_homo_ev=-9.38 smiles="O=NSCO"
C 0.409 0.930 -0.312
N -0.304 -1.366 0.517
O -0.930 1.164 0.044
O -0.406 -2.493 0.968
S 0.522 -0.922 -0.810
H 1.142 0.959 0.404
H 0.668 1.399 -1.297
H -1.101 0.329 0.486

(5)
23
Properties=species:S:1:pos:R:3 method="wB97M-V/def2-TZVPD" total_charge=+1 total_energy_ha=-292.70200 e_above_lowest_kcal_mol=14.0 e_homo_ev=-13.12
C 1.974 -0.153 -2.928
C 0.921 -0.765 -2.027
N 0.369 0.279 -1.093
H 2.378 -0.920 -3.587
H 1.546 0.627 -3.558
H 2.800 0.257 -2.347
H 0.075 -1.153 -2.593
H 1.320 -1.561 -1.402
H 1.110 0.709 -0.534
H -0.308 -0.080 -0.405
H -0.087 1.031 -1.615
C -2.501 -0.241 0.637
C -1.538 0.432 1.574
C -0.419 -0.112 2.043
C 0.488 0.532 3.049
H -2.147 -1.231 0.332
H -3.467 -0.388 1.119
H -2.690 0.369 -0.251
H -1.822 1.421 1.923
H -0.171 -1.130 1.733
H 0.105 1.507 3.343
H 0.568 -0.093 3.938
H 1.496 0.665 2.650

(6)
80
Properties=species:S:1:pos:R:3 method="wB97M-V/def2-TZVPD" total_energy_ha=-1805.01203 e_above_lowest_kcal_mol=0.0 e_homo_ev=-9.74 smiles="C[C@H]1COC(=O)O1.C[C@H]1COC(=O)O1.CO.CO.CO.CO.CO.CO.CO.CO.CO"
C -1.017 -4.853 -1.251
O -0.219 -3.683 -1.179
H -0.492 -5.712 -0.773
H -1.938 -4.766 -0.684
H -1.287 -5.107 -2.303
H 0.685 -3.988 -1.350
C 2.642 4.878 1.165
O 1.746 5.953 1.214
H 2.717 4.630 0.140
H 3.688 5.122 1.413
H 2.253 4.002 1.710
H 1.800 6.471 2.008
C -4.714 -1.750 -0.205
O -3.305 -2.074 -0.293
H -5.158 -2.544 -0.811
H -5.072 -1.695 0.844
H -4.830 -0.804 -0.731
H -2.757 -1.287 -0.043
C 0.142 2.171 4.378
O 0.953 1.089 3.994
H 0.336 2.486 5.448
H 0.339 3.055 3.794
H -0.949 2.008 4.346
H 0.457 0.412 3.508
C 1.331 -2.023 1.719
O 0.384 -1.515 0.740
H 1.348 -3.081 1.973
H 2.314 -1.778 1.501
H 1.104 -1.474 2.618
H -0.116 -2.258 0.224
C 3.094 -4.560 -2.785
O 2.540 -4.407 -1.471
H 2.230 -4.837 -3.424
H 3.489 -3.636 -3.137
H 3.853 -5.352 -2.914
H 3.102 -3.927 -0.856
C -1.569 -2.055 3.423
O -1.283 -0.714 3.222
H -1.450 -2.295 4.553
H -2.622 -2.269 3.211
H -0.929 -2.742 2.832
H -1.545 -0.437 2.334
C 4.656 1.373 2.780
O 3.562 0.503 2.934
H 4.530 2.271 2.135
H 5.067 1.761 3.716
H 5.480 0.850 2.340
H 2.812 1.051 3.254
C 1.823 0.974 -0.780
O 0.512 0.877 -0.191
H 1.959 1.971 -1.242
H 2.585 0.920 0.037
H 2.043 0.173 -1.464
H 0.346 0.044 0.264
C -2.436 3.883 -1.888
C -1.631 2.966 -0.998
C -1.322 3.574 0.309
O -1.392 2.409 1.191
C -2.035 1.415 0.573
O -2.375 0.367 1.025
O -2.343 1.749 -0.704
H -3.494 3.844 -1.601
H -2.456 3.520 -2.871
H -2.073 4.925 -1.919
H -0.717 2.706 -1.562
H -2.035 4.282 0.679
H -0.297 3.996 0.416
C -2.507 -1.180 -3.341
C -1.130 -0.613 -2.995
C 0.114 -1.176 -3.647
O 0.970 0.013 -3.887
C 0.216 1.122 -3.668
O 0.556 2.261 -3.823
O -1.086 0.792 -3.355
H -2.575 -1.416 -4.416
H -3.374 -0.527 -3.129
H -2.761 -2.102 -2.823
H -0.995 -0.694 -1.900
H -0.141 -1.702 -4.593
H 0.645 -1.841 -2.954

(7)
68
Properties=species:S:1:pos:R:3 method="wB97M-V/def2-TZVPD" total_charge=+2 total_energy_ha=-4195.89117 e_above_lowest_kcal_mol=12.9 e_homo_ev="-13.97 / -14.12"
C 0.635 1.040 -2.877
C 1.102 0.384 -1.639
H 1.465 1.135 -3.598
H 0.250 2.041 -2.633
H -0.172 0.450 -3.334
O 2.214 0.004 -1.348
I -2.693 0.943 -0.482
Ga -0.280 0.073 0.029
P -0.671 -2.223 -1.002
C 0.321 -3.608 -0.383
C -2.367 -2.775 -0.656
H -2.619 -3.616 -1.314
H -0.849 -3.318 -3.138
H -3.057 -1.939 -0.821
H -1.165 -1.561 -3.291
H 0.135 -3.793 0.684
H -2.438 -3.094 0.388
C -0.523 -2.317 -2.818
H 0.080 -4.501 -0.975
H 0.520 -2.160 -3.126
H 1.379 -3.367 -0.522
P 0.408 2.251 1.003
C 1.720 2.113 2.255
C 1.090 3.419 -0.232
H -1.784 3.258 1.237
H -0.498 4.305 1.932
H -1.067 2.866 2.830
C -0.862 3.271 1.830
H 0.355 3.591 -1.028
H 1.299 4.374 0.272
H 1.946 3.107 2.668
H 2.624 1.692 1.799
H 2.019 3.028 -0.667
H 1.380 1.448 3.059
C 1.039 -0.920 1.166
O 2.002 -1.340 1.650
C -2.657 -5.860 2.930
C -3.185 -4.468 3.136
C -4.202 -3.988 2.308
C -4.655 -2.669 2.422
C -4.016 -1.804 3.305
C -2.952 -2.262 4.099
N -2.333 -1.323 4.932
C -0.997 -1.078 5.238
C -0.733 -0.139 6.257
C 0.564 0.302 6.499
C 1.637 -0.242 5.781
C 1.388 -1.226 4.819
C 0.080 -1.567 4.480
C -0.166 -2.275 3.154
O 0.107 -3.473 2.999
O -0.634 -1.488 2.232
C -2.644 -3.638 4.131
C -1.783 -4.210 5.207
H -1.574 -5.826 2.747
H -2.836 -6.510 3.797
H -3.136 -6.318 2.056
H -4.643 -4.666 1.570
H -5.492 -2.321 1.812
H -4.313 -0.756 3.380
H -2.945 -0.572 5.239
H -1.579 0.234 6.839
H 0.751 1.059 7.263
H 2.658 0.085 5.989
H 2.205 -1.730 4.302
H -0.749 -4.359 4.867
H -1.771 -3.563 6.091
H -2.166 -5.193 5.516

Copy entry 4 word for word.
8
Properties=species:S:1:pos:R:3 method="wB97M-V/def2-TZVPD" total_energy_ha=-643.20731 e_above_lowest_kcal_mol=67.1 e_homo_ev=-9.38 smiles="O=NSCO"
C 0.409 0.930 -0.312
N -0.304 -1.366 0.517
O -0.930 1.164 0.044
O -0.406 -2.493 0.968
S 0.522 -0.922 -0.810
H 1.142 0.959 0.404
H 0.668 1.399 -1.297
H -1.101 0.329 0.486